Entry 1:
38
Properties=species:S:1:pos:R:3:forces:R:3:nbo_charge:R:1 method="wB97M-V/def2-TZVPD" smiles=Cc1c[nH]c2ccccc12.CCc1ccc(O)cc1 e_homo_ev=-7.86 relative_energy_kcal_mol=49.25 energy_ha=-789.1586 gap_ha=0.3209
O -3.1245 3.1900 3.7276 0.3 0.9 0.4 -0.685
N 1.8672 -4.8732 -1.3702 0.7 0.7 -0.2 -0.525
C -1.2591 2.9726 0.0048 0.6 0.9 0.6 -0.038
C 2.9584 -4.6353 -0.5534 -1.2 0.2 0.6 -0.038
C -1.0925 -2.7102 -1.5580 -0.6 0.6 1.1 -0.214
C 1.0061 -3.8063 -1.2701 -1.6 -1.5 0.5 0.159
C 3.6938 -2.7688 1.0453 0.7 -0.4 0.6 -0.637
C -2.3160 1.8779 1.8744 -0.9 -0.3 -1.0 -0.293
C 1.3727 -3.0542 -0.1254 -0.1 -0.7 -2.4 -0.105
C -0.2159 -3.6743 -1.9739 1.0 0.0 0.4 -0.242
C -2.4854 3.0748 2.5258 0.1 0.5 0.7 0.302
C -1.7959 1.8399 0.5716 -0.2 -0.3 1.2 -0.180
C 0.4104 -2.1328 0.2734 0.5 0.8 0.5 -0.174
C -0.8039 -1.9752 -0.3745 1.6 0.1 -0.1 -0.251
C 2.6971 -3.5091 0.1954 0.6 0.7 0.5 -0.088
C -1.3069 4.1587 0.7812 -0.2 -0.2 -1.1 -0.186
C -1.9495 4.2504 1.9988 0.2 -0.7 -0.3 -0.265
C -0.5636 2.8892 -1.3419 -0.4 -0.6 0.4 -0.426
C 0.0982 4.1289 -1.8527 0.1 1.8 -0.4 -0.615
H 3.7635 -3.1914 2.0539 0.2 -0.1 -0.1 0.214
H 3.6676 -5.4356 -0.4199 0.5 0.4 -0.2 0.213
H -1.3365 2.5496 -2.0402 0.3 0.0 -0.2 0.214
H -3.7233 2.4869 3.9544 -0.1 -0.7 -0.3 0.483
H 0.1784 2.0880 -1.2550 -0.1 0.0 -0.2 0.216
H -1.2977 -1.1125 0.0463 -1.0 -0.3 -0.5 0.210
H -0.3892 -4.3372 -2.8065 -0.3 0.0 -0.2 0.211
H 1.0206 4.4549 -1.3586 0.1 -0.7 0.0 0.211
H 0.6737 -1.4389 1.0655 -0.2 -0.1 0.2 0.205
H 3.5900 -1.6956 1.2237 -0.9 -0.1 -0.4 0.224
H -0.5057 5.0361 -1.7388 -0.5 -0.2 0.1 0.202
H -1.8281 0.8683 0.0968 0.2 0.2 -0.4 0.205
H -0.9348 5.0678 0.3249 0.2 0.0 0.2 0.207
H 4.6761 -2.8110 0.5646 0.0 -0.4 0.2 0.220
H 0.2605 4.1294 -2.9310 0.3 -0.5 0.0 0.218
H -2.0121 5.1977 2.5117 -0.1 0.0 0.2 0.226
H 1.8652 -5.5673 -2.0850 -0.1 -0.2 -0.3 0.406
H -2.0436 -2.5239 -2.0372 0.1 -0.2 -0.3 0.214
H -2.8155 0.9917 2.2523 0.2 0.0 0.2 0.206

=====

Entry 2:
47
Properties=species:S:1:pos:R:3:forces:R:3:nbo_charge:R:1 method="wB97M-V/def2-TZVPD" smiles="CC(C)(C)C1=CP(=O)(c2ccccc2)C=C(C(C)(C)C)N1" e_homo_ev=-8.19 relative_energy_kcal_mol=0.00 energy_ha=-1172.8524 gap_ha=0.3191
P 1.9284 0.5492 -0.4050 0.5 -0.7 0.1 1.900
O 3.2674 0.1732 -0.8946 1.1 0.4 -0.4 -1.116
N -0.5380 -1.1129 -0.1903 -1.6 -0.8 -0.6 -0.615
C 0.8630 2.7949 0.9628 -0.6 0.6 0.5 -0.221
C -1.5358 -0.5066 -2.4649 -0.6 -0.1 0.9 -0.087
C 0.3224 -1.2473 0.8841 1.4 0.8 0.3 0.251
C -1.1011 -0.5226 -3.9453 -0.3 0.6 0.1 -0.597
C 1.5020 -0.5784 0.9195 -1.4 1.1 -1.1 -0.676
C 0.9337 -3.2676 2.2749 0.9 1.4 -0.2 -0.597
C -0.0989 -2.1291 2.0629 -0.9 -0.7 0.0 -0.069
C 2.9692 3.1265 -0.1586 0.0 1.4 0.5 -0.207
C -2.3917 0.7703 -2.2138 -0.2 -0.1 0.3 -0.597
C -0.3921 -0.4642 -1.4293 1.7 1.2 -0.1 0.266
C -0.2508 -1.2615 3.3349 0.3 -0.2 -0.1 -0.604
C -1.4648 -2.8203 1.7972 0.6 0.5 -1.0 -0.627
C 0.6978 0.3389 -1.6605 -1.4 -1.3 2.3 -0.683
C -2.4161 -1.7569 -2.2353 -0.6 1.2 0.6 -0.613
C 1.9513 4.9635 1.1310 0.0 -1.1 0.0 -0.209
C 2.9629 4.4655 0.3125 0.3 -0.5 -0.3 -0.211
C 1.9097 2.2905 0.1863 -0.2 -0.3 -0.2 -0.329
C 0.9021 4.1114 1.4826 0.0 -0.7 -0.8 -0.217
H 1.0597 -3.7883 1.3344 0.1 -0.3 -0.2 0.215
H -2.2436 -2.0656 1.6544 -0.1 -0.1 -0.1 0.205
H -0.0381 2.1748 1.1541 0.8 0.3 0.0 0.215
H -0.5172 -1.8594 4.2275 0.1 0.2 -0.5 0.212
H -0.5331 -1.4184 -4.1953 0.0 0.0 0.0 0.220
H 3.8122 2.8141 -0.7810 -0.4 -0.3 0.3 0.246
H -1.3675 -1.6986 -0.0987 0.5 0.5 -0.3 0.417
H 0.6048 -3.9610 3.0262 -0.2 -0.3 0.4 0.209
H -1.8852 1.6784 -2.5742 -0.1 -0.3 0.1 0.220
H -3.1602 -1.7784 -3.0350 0.0 -0.3 0.1 0.221
H 0.6705 -0.7288 3.5159 0.5 -0.1 0.3 0.220
H -2.9770 -1.7326 -1.2621 0.5 0.0 -0.8 0.200
H 2.2647 -0.6004 1.6760 -0.1 -0.4 0.5 0.249
H 1.9843 5.9579 1.5460 0.1 0.2 -0.1 0.215
H 1.9411 -2.8626 2.5622 -0.9 -0.3 -0.2 0.219
H -3.3598 0.6684 -2.7332 0.3 0.1 0.1 0.207
H -2.5992 0.9151 -1.1300 0.1 -0.2 -0.6 0.212
H -1.4248 -3.5156 0.9264 -0.1 0.5 0.5 0.210
H 3.7991 5.1105 0.0418 -0.2 -0.1 0.0 0.212
H -1.7800 -2.6121 -2.2657 0.2 -0.9 -0.1 0.215
H -0.9503 -0.4405 3.2138 -0.6 -0.1 -0.2 0.212
H -1.7282 -3.3808 2.6584 -0.3 -0.6 0.8 0.225
H -2.0592 -0.5185 -4.5324 1.0 0.1 0.3 0.212
H 0.0838 4.4983 2.0817 0.1 -0.2 0.0 0.212
H -0.4882 0.3703 -4.2051 -0.5 -0.6 0.1 0.218
H 0.8710 0.8572 -2.5572 -0.1 0.5 -1.1 0.240

=====

Entry 3:
58
Properties=species:S:1:pos:R:3:forces:R:3:nbo_charge:R:1 method="wB97M-V/def2-TZVPD" smiles="O=C(CCC(=O)N(CC(=O)NC1CCCC1)C1CCCC1)Nc1ccccn1" e_homo_ev=-8.91 relative_energy_kcal_mol=7.39 energy_ha=-1263.0517 gap_ha=0.3517
O 0.5794 -3.0103 0.1683 -0.2 -0.2 -0.1 -0.651
O 3.4206 1.7208 1.2319 0.4 0.2 0.1 -0.639
O -1.2302 -0.3864 0.9665 0.1 0.4 -0.2 -0.657
N 2.1811 -1.5304 0.7027 0.2 -0.1 0.0 -0.428
N -5.0644 -1.7938 -0.0099 0.3 -0.3 0.3 -0.457
N -3.0035 -1.8044 0.9374 0.0 -0.2 0.1 -0.599
N 1.2508 1.1604 0.9189 -0.3 0.0 0.0 -0.634
C -0.3152 2.9779 1.5183 0.1 0.2 -0.1 -0.408
C 2.8062 -0.5766 1.5857 0.2 0.2 0.1 -0.305
C -1.0681 -2.4314 2.2198 0.4 0.1 0.0 -0.491
C 2.7362 -1.7195 -0.6357 -0.1 0.0 -0.4 -0.044
C 2.9750 -0.8905 -2.9108 -0.1 0.0 -0.1 -0.409
C -3.9182 -1.1356 0.1282 -0.3 0.3 -0.3 0.370
C -1.0760 3.4889 -0.7031 0.0 0.1 -0.1 -0.405
C 0.7749 2.4757 0.5668 0.0 0.1 0.1 -0.059
C -3.6726 0.0974 -0.4736 0.1 0.1 0.0 -0.299
C 2.5287 0.8953 1.2187 0.0 -0.5 0.1 0.664
C 4.3188 -1.4076 -2.3672 0.1 0.0 0.0 -0.395
C 2.0002 -0.9227 -1.7236 -0.1 -0.1 0.0 -0.414
C -6.0138 -1.2558 -0.7541 -0.1 0.2 -0.2 0.053
C 4.1891 -1.3075 -0.8483 0.0 -0.2 0.0 -0.424
C -4.6773 0.6459 -1.2490 -0.1 -0.2 0.1 -0.136
C 1.0600 -2.2349 0.9776 0.1 0.1 0.5 0.699
C -5.8761 -0.0373 -1.3977 0.0 0.1 0.0 -0.286
C 0.1025 2.5066 -0.8193 0.0 0.0 0.0 -0.410
C -0.9862 4.0793 0.7083 -0.1 -0.1 0.1 -0.400
C -1.7519 -1.4299 1.3064 -0.2 -0.6 0.3 0.722
C 0.4083 -2.0651 2.3521 -0.4 -0.1 -0.2 -0.506
H 2.6301 -2.7883 -0.8560 0.1 0.2 0.0 0.224
H 0.4826 -1.0419 2.7157 0.1 -0.1 0.1 0.228
H 4.4647 -2.4496 -2.6554 0.1 0.0 0.0 0.198
H -6.6784 0.3643 -1.9957 -0.1 0.0 0.0 0.221
H -6.9238 -1.8359 -0.8313 -0.1 0.0 -0.1 0.196
H 0.8088 2.8073 -1.5916 0.0 -0.1 -0.1 0.213
H -1.9627 4.3563 1.1031 0.0 0.1 0.0 0.210
H 2.4801 -0.7378 2.6137 0.0 0.0 -0.1 0.227
H -4.5259 1.5991 -1.7345 0.0 0.1 0.0 0.218
H 1.6420 3.1419 0.5960 -0.1 -0.1 0.0 0.231
H 4.8983 -1.9497 -0.3271 0.1 0.0 0.1 0.213
H -1.5617 -2.4197 3.1941 0.0 0.0 0.0 0.232
H 1.8129 0.0869 -1.3596 0.0 0.0 0.0 0.207
H 0.0883 3.3287 2.4666 0.0 -0.1 0.1 0.214
H 0.9035 -2.7349 3.0584 0.0 0.1 0.0 0.239
H -2.0212 2.9589 -0.8216 -0.1 0.0 0.0 0.194
H -1.1593 -3.4277 1.7846 -0.1 0.0 0.1 0.251
H 1.0460 -1.3833 -1.9709 -0.1 0.0 0.0 0.226
H -1.0341 4.2660 -1.4651 -0.1 0.0 0.0 0.209
H -1.0178 2.1646 1.7087 -0.1 -0.1 0.0 0.206
H 4.3431 -0.2729 -0.5415 0.1 0.1 0.1 0.215
H 3.8896 -0.7170 1.5702 -0.2 0.1 0.0 0.232
H -3.3545 -2.6994 1.2545 0.1 0.1 0.0 0.420
H 2.6237 -1.5166 -3.7299 0.0 0.1 -0.1 0.207
H -0.2560 1.5058 -1.0629 0.0 -0.1 -0.1 0.211
H 5.1634 -0.8325 -2.7428 0.1 -0.1 0.0 0.212
H 3.0772 0.1252 -3.2912 0.0 0.0 -0.1 0.206
H 0.5436 0.4328 0.9242 0.2 -0.1 0.0 0.436
H -2.7280 0.5929 -0.3332 0.0 0.0 0.0 0.256
H -0.3528 4.9677 0.7050 0.0 0.1 0.0 0.198

=====

Entry 4:
120
Properties=species:S:1:pos:R:3:forces:R:3:lowdin_charge:R:1 method="wB97M-V/def2-TZVPD" e_homo_ev=-10.42 charge=+1 energy_ha=-3568.6871 gap_ha=0.2472
S -1.1889 -6.3613 -1.3238 1.6 5.6 -2.1 0.689
Si -3.4826 -1.9954 -0.8565 -2.4 -0.2 -0.8 0.558
F -0.7624 0.6936 -3.7680 1.1 -0.7 3.1 -0.073
F 6.1283 -4.1716 -3.6896 0.1 0.0 0.4 0.043
F 4.2917 6.9753 5.5188 0.2 -0.2 0.0 0.055
F -0.1989 3.5412 5.1319 0.0 -0.2 0.3 0.048
F -7.5889 -1.5731 -2.7857 -0.4 0.0 0.2 0.022
F 2.2882 4.0309 -0.1260 -0.2 -0.1 -0.5 0.048
F -1.0672 -3.8744 3.3728 -0.4 0.4 -0.3 0.050
O 0.9395 -2.1212 1.2961 -2.2 2.0 -2.8 0.013
N 0.7831 -1.6819 -1.2307 -0.6 -1.2 -1.1 -0.068
N 3.2134 -2.3095 -0.7461 -0.9 -1.7 -0.3 -0.105
N -0.4593 -3.5637 -2.4370 -1.7 -5.6 4.2 0.049
N -1.6767 -0.0514 -1.6702 2.9 -0.2 1.1 -0.005
C 5.8232 -4.0899 -4.9915 -0.3 0.1 -1.4 -0.302
C -2.4211 4.2967 5.3605 0.1 0.0 0.0 -0.008
C 5.0582 -5.0913 -5.5792 0.0 0.0 0.1 -0.023
C -8.9817 -2.4046 -6.0292 0.2 0.3 0.1 -0.080
C 1.1307 8.7476 5.6541 0.4 0.2 0.0 -0.082
C 6.2767 -3.0051 -5.7338 0.0 0.0 0.1 -0.020
C 2.1862 4.3242 3.4875 0.4 0.1 -0.2 -0.069
C -3.8378 4.3829 3.4061 0.1 0.0 -0.1 -0.090
C -0.0351 -4.6418 3.7474 1.3 -1.0 0.5 -0.289
C -3.9848 -0.6707 0.4755 0.7 1.0 -0.1 -0.220
C 4.3936 -2.5171 -1.6657 2.2 0.3 0.5 -0.129
C -1.5567 3.6127 3.2050 0.0 -0.1 0.0 -0.027
C -8.6590 -2.4928 -4.6753 0.0 0.0 0.1 -0.016
C -8.5269 -1.3223 -6.7839 0.0 0.0 0.0 -0.094
C 4.0534 4.3325 1.4086 0.0 0.0 -0.1 -0.018
C -3.5193 -3.7863 -0.1546 -0.3 -1.0 0.6 -0.233
C -2.7917 3.8928 2.6204 -0.1 0.1 0.5 -0.078
C -0.4049 0.4428 -2.3206 -1.1 -0.3 -0.9 -0.185
C 5.9636 -2.9222 -7.0905 -0.2 -0.4 0.1 -0.077
C 0.7903 -0.6917 -2.3608 0.3 1.9 -3.4 -0.206
C 1.3114 0.4145 0.6068 -0.4 0.2 0.2 0.006
C 1.8915 -2.7441 -1.4155 2.7 -2.0 0.6 -0.098
C -7.8940 -1.4914 -4.0876 -0.3 0.1 -1.3 -0.293
C 2.0496 7.7062 5.5271 0.1 -0.1 0.0 -0.016
C 5.1903 -3.9208 -7.6878 0.0 0.0 0.0 -0.090
C -4.9009 -1.9218 -2.2118 0.2 -0.9 0.2 -0.211
C 2.1937 0.0925 -2.6466 0.7 -0.1 -0.9 -0.041
C 1.5811 10.0498 5.8763 0.1 0.0 0.0 -0.096
C 1.2638 -4.1972 3.5261 -0.1 0.1 0.0 -0.025
C -3.6527 4.5874 4.7742 0.3 -0.2 -0.3 -0.073
C 3.8676 9.2697 5.8613 0.1 -0.1 0.0 -0.016
C 2.9494 10.3132 5.9773 -0.3 -0.4 -0.1 -0.079
C 3.4093 7.9765 5.6350 -0.8 0.9 0.1 -0.285
C 0.7953 -6.6716 4.7360 0.2 0.3 -0.2 -0.075
C 4.4788 4.4924 2.7271 -0.4 -0.1 0.0 -0.069
C -1.3837 3.8150 4.5699 -1.1 0.3 -0.5 -0.278
C -0.2793 -5.8701 4.3516 -0.1 0.1 -0.1 -0.014
C 1.7599 4.1755 2.1678 0.1 0.0 -0.2 -0.018
C 2.6976 4.1787 1.1410 0.5 0.2 1.3 -0.297
C -0.5468 -2.4540 -1.3666 -2.7 -1.7 0.6 -0.247
C -7.7536 -0.3237 -6.1866 -0.2 -0.4 0.1 -0.080
C -7.4405 -0.4065 -4.8299 0.0 0.0 0.1 -0.023
C 2.3388 -4.9936 3.9206 -0.4 -0.3 0.1 -0.076
C 3.5459 4.4855 3.7650 0.0 -0.1 0.0 -0.087
C 4.7355 -5.0031 -6.9331 0.2 0.3 0.1 -0.080
C -0.7796 -4.7842 -1.8968 0.4 1.4 -1.3 -0.533
C 2.1026 -6.2319 4.5228 0.0 0.1 0.0 -0.090
C -1.8264 -1.5423 -1.7901 0.3 0.0 -1.5 -0.297
B 1.0154 -1.1322 0.1608 0.7 0.2 4.3 -0.410
H -3.1002 -0.5427 1.2428 -2.0 -0.1 -1.0 0.040
H -2.9395 3.7306 1.5556 0.1 0.0 0.2 0.104
H 1.9757 1.2003 -2.9832 0.3 -2.3 0.8 0.114
H 2.9554 0.1191 -1.7606 -1.6 -0.2 -1.6 0.089
H 0.4543 0.7289 1.3601 1.7 -0.7 -1.4 0.103
H 1.6213 -3.7606 -0.8488 -0.1 2.5 -1.6 0.178
H -1.3019 -6.1923 4.5179 0.1 0.1 0.0 0.118
H 1.3136 1.2066 -0.2508 0.3 -1.4 1.7 0.063
H 2.0876 -2.8895 -2.5598 -0.7 0.2 2.3 0.160
H -7.3973 0.5164 -6.7775 -0.1 -0.1 0.1 0.106
H 2.9414 -6.8547 4.8263 -0.2 0.1 -0.1 0.105
H -0.8394 -3.0256 -0.3733 1.2 1.6 -1.6 0.135
H 1.4617 4.3153 4.2981 0.3 0.0 -0.3 0.083
H -0.7303 3.2393 2.6092 -0.3 -0.1 0.2 0.077
H -9.5868 -3.1785 -6.4954 0.1 0.1 0.1 0.107
H 4.2293 -3.2869 -2.5303 0.1 1.6 1.5 0.088
H -2.2627 4.4413 6.4240 0.0 0.0 -0.1 0.120
H -5.0063 -3.0233 -2.6595 0.2 2.5 0.6 0.068
H 0.8650 10.8633 5.9713 0.1 -0.2 0.0 0.102
H -8.9966 -3.3317 -4.0759 0.0 0.1 0.0 0.116
H -4.4671 4.9729 5.3830 0.2 -0.1 -0.1 0.110
H -0.0755 1.4856 -1.9031 -0.7 -2.1 -0.8 0.166
H -4.6373 -1.1389 -3.0452 -0.9 -1.5 1.6 0.059
H 3.8774 4.6059 4.7942 -0.1 0.0 -0.3 0.101
H -4.5167 -3.9219 0.4709 2.1 0.4 -1.2 0.074
H -0.0429 -2.2483 1.5377 2.2 0.1 -0.2 0.128
H -5.0146 -0.9249 0.9696 2.2 0.4 -0.7 0.065
H -6.8481 0.3637 -4.3470 -0.1 -0.1 0.0 0.113
H -8.7746 -1.2550 -7.8411 0.0 0.0 0.2 0.103
H -4.1043 0.3514 -0.1076 0.2 -2.0 1.3 0.059
H 0.6139 -7.6376 5.2011 0.0 0.2 -0.1 0.110
H 6.3199 -2.0821 -7.6814 -0.1 -0.1 0.1 0.108
H 3.3581 -4.6516 3.7591 -0.2 0.0 0.0 0.105
H 5.5362 4.6222 2.9451 -0.2 0.0 -0.1 0.111
H -5.9040 -1.7130 -1.6428 2.1 -0.2 -1.3 0.048
H 1.4279 -3.2363 3.0495 0.0 -0.2 0.2 0.086
H -4.7995 4.6055 2.9488 0.2 0.0 0.1 0.105
H 5.2664 -2.9689 -0.9879 -1.9 1.0 -1.6 0.119
H 0.5726 -1.3228 -3.3526 0.3 1.3 2.3 0.184
H 4.9336 9.4539 5.9452 -0.1 -0.1 0.0 0.116
H 2.7171 -0.4308 -3.5821 -1.0 1.2 2.2 0.114
H -2.0605 -1.7688 -2.9386 0.7 0.4 2.4 0.155
H 4.1304 -5.7770 -7.3992 0.1 0.1 0.1 0.108
H -3.5641 -4.6388 -0.9881 0.4 1.9 1.9 0.042
H 2.3114 0.4171 1.2516 -2.1 0.1 -1.5 0.129
H 4.7659 4.3264 0.5904 -0.1 0.0 0.0 0.115
H 3.2979 11.3290 6.1465 0.0 -0.2 0.0 0.107
H 3.4004 -2.9635 0.0732 -0.8 1.3 -1.4 0.129
H 4.9426 -3.8535 -8.7450 0.1 0.0 0.2 0.105
H -1.5721 0.1805 -0.6375 -0.4 -0.1 -1.6 0.111
H 0.0651 8.5444 5.5800 0.2 0.0 0.0 0.104
H 0.7072 4.0574 1.9324 0.3 0.2 -0.1 0.080
H 4.7206 -5.9303 -4.9797 0.1 0.1 0.0 0.114
H 4.8143 -1.4669 -2.0321 -1.1 -2.4 0.4 0.104
H 6.8691 -2.2348 -5.2509 0.0 -0.1 0.0 0.116
H -2.6243 -3.9175 0.5880 -1.6 -0.3 -1.3 0.029
H 1.7174 6.6895 5.3453 0.1 0.1 0.0 0.100

=====

Entry 5:
50
Properties=species:S:1:pos:R:3:forces:R:3:nbo_charge:R:1 method="wB97M-V/def2-TZVPD" smiles="CCCCCCCCCCCCCCCC(=O)O" e_homo_ev=-10.48 relative_energy_kcal_mol=2.72 energy_ha=-779.3601 gap_ha=0.4118
O 5.0193 -3.4048 0.2211 0.2 0.0 0.0 -0.599
O 2.9004 -2.7550 -0.0018 -0.7 0.1 0.0 -0.690
C -4.0105 -0.0977 0.1163 0.0 -0.1 -0.5 -0.391
C -6.1056 -1.3698 0.7605 -0.1 -0.1 -0.3 -0.387
C -3.1204 0.3676 -1.0344 0.0 0.2 0.3 -0.385
C 2.3306 2.7586 0.0799 0.1 -0.1 -0.3 -0.389
C -0.8802 0.5044 0.1808 -0.1 0.3 0.1 -0.393
C 5.0009 0.0191 0.9370 -0.1 0.0 -0.1 -0.396
C 4.5271 -1.4486 -1.1072 0.1 0.1 0.1 -0.519
C 1.0906 2.0124 -0.4351 0.0 0.2 0.3 -0.404
C -5.2111 -0.8978 -0.3833 0.1 0.1 0.5 -0.386
C -7.3070 -2.1578 0.2534 0.1 0.1 0.2 -0.600
C 3.6399 0.7166 0.8913 0.3 0.1 -0.1 -0.409
C 4.2164 -2.6357 -0.2330 0.1 -0.2 -0.1 0.797
C -1.9612 1.2608 -0.5890 0.1 -0.3 -0.1 -0.392
C 5.5080 -0.4986 -0.4109 -0.1 -0.1 0.2 -0.388
C 3.6263 1.9496 -0.0087 -0.2 0.0 0.3 -0.392
C 0.2465 1.4068 0.6866 0.0 -0.3 -0.3 -0.387
H 3.3853 1.0236 1.9091 -0.1 0.0 0.0 0.204
H 6.4435 -1.0349 -0.2413 0.0 0.1 -0.1 0.222
H 4.9882 -1.8228 -2.0238 -0.1 0.0 0.0 0.242
H 2.8807 0.0073 0.5624 -0.1 -0.1 0.1 0.200
H 5.7441 0.7147 1.3345 0.0 0.0 0.1 0.205
H -2.7222 -0.5039 -1.5596 0.0 0.0 -0.1 0.193
H -7.9136 -1.5437 -0.4089 -0.1 0.0 -0.1 0.200
H -2.3499 2.0687 0.0358 0.0 0.1 0.0 0.192
H -3.7370 0.9251 -1.7442 0.0 -0.1 -0.1 0.197
H -1.5163 1.7131 -1.4772 0.0 0.1 0.0 0.199
H -7.9293 -2.4857 1.0829 -0.1 -0.1 0.0 0.207
H 0.4689 2.7070 -1.0019 0.0 -0.1 -0.1 0.203
H 2.1652 3.0652 1.1149 0.0 0.1 0.1 0.195
H 0.8892 0.8184 1.3430 0.0 0.1 0.1 0.201
H -3.4342 -0.7179 0.8051 0.0 0.0 0.1 0.193
H 2.7212 -3.5239 0.5623 0.3 0.0 -0.1 0.496
H -4.8575 -1.7655 -0.9456 0.0 0.0 -0.1 0.192
H 1.4004 1.2210 -1.1211 0.0 -0.1 -0.1 0.191
H -6.4537 -0.5028 1.3269 0.1 0.0 0.1 0.192
H -0.1826 2.2142 1.2853 0.0 0.0 0.1 0.194
H 5.7165 0.3388 -1.0779 0.1 0.0 -0.1 0.206
H -6.9811 -3.0363 -0.2996 0.0 -0.1 -0.1 0.200
H -1.3340 0.0116 1.0426 0.0 -0.1 0.0 0.199
H 3.5967 -0.9440 -1.3613 0.0 0.0 -0.1 0.222
H 4.4598 2.5984 0.2740 0.1 0.0 -0.1 0.199
H -5.5222 -1.9954 1.4402 0.0 0.0 0.1 0.192
H -4.3648 0.7741 0.6718 0.0 0.0 0.1 0.192
H 3.7789 1.6518 -1.0480 0.1 0.0 -0.1 0.190
H 2.4698 3.6688 -0.5081 0.0 0.1 0.1 0.204
H -5.7983 -0.2796 -1.0669 0.0 0.0 -0.1 0.191
H 4.9367 -0.8219 1.6319 0.1 0.0 0.1 0.205
H -0.4585 -0.2734 -0.4607 0.0 -0.1 0.0 0.193